# 1
{"formula": "C31H67N3O3Si", "method": "the ωB97M-V functional and the def2-TZVPD basis", "orbital_gap_ev": 8.4, "e_homo_ev": -7.98, "spin_multiplicity": 1, "smiles": "OCCOCOC[SiH2]CCCc1ccccc1.CCN(CC)CC.CCN(CC)CC.CCN(CC)CC", "charge": 0, "species": ["H", "H", "H", "H", "H", "C", "H", "H", "H", "C", "N", "H", "H", "H", "H", "O", "H", "C", "H", "C", "C", "C", "H", "H", "C", "H", "H", "H", "H", "H", "C", "H", "H", "C", "H", "H", "C", "C", "H", "H", "H", "H", "H", "H", "C", "H", "H", "C", "H", "H", "C", "C", "H", "C", "H", "O", "O", "H", "H", "H", "H", "H", "C", "H", "H", "H", "C", "H", "H", "H", "H", "H", "H", "H", "H", "C", "H", "H", "C", "C", "H", "C", "C", "C", "C", "H", "C", "H", "N", "Si", "C", "H", "H", "N", "H", "H", "C", "C", "H", "H", "H", "H", "H", "C", "C"], "xyz": [[-5.742, -0.827, 5.531], [-4.289, -0.017, 7.221], [6.959, -1.068, 1.816], [1.572, -2.497, -2.416], [3.464, 4.595, -2.273], [-4.878, -1.459, 5.755], [6.710, 4.684, -6.389], [-7.004, 1.510, -3.379], [0.948, -0.334, -2.354], [-1.151, -0.754, 1.642], [5.053, 3.954, -3.445], [-0.570, -2.925, 2.314], [-3.541, -0.737, -6.858], [6.872, 3.247, -2.720], [4.624, 3.608, -5.461], [-2.786, 0.575, 0.236], [-4.122, -2.452, -5.326], [6.263, 4.998, -5.442], [6.121, 2.934, -4.900], [2.495, 0.568, -1.099], [3.585, -0.410, 1.090], [-1.925, -2.663, 9.032], [-5.232, -2.280, 6.381], [3.164, 4.679, -3.971], [-4.635, -1.410, -1.516], [-3.770, -1.410, -0.851], [-2.323, 0.545, -0.621], [-0.165, -4.772, -1.055], [2.423, -4.353, 0.001], [3.388, 6.899, -2.755], [-4.776, -1.572, -5.299], [-3.433, -2.048, -3.142], [5.164, 2.929, -0.919], [2.037, -2.040, -1.487], [7.076, 5.340, -4.799], [0.601, -0.570, -0.609], [4.750, -0.843, 1.854], [-6.128, 0.985, -3.770], [-4.686, 0.416, -6.198], [-3.746, -1.594, 8.844], [-2.788, -3.077, 4.655], [2.801, 1.037, -2.067], [-5.957, 1.363, -4.778], [1.507, -2.505, 1.220], [-6.391, -0.522, -3.764], [-1.175, -3.660, 5.026], [-5.621, -1.835, -5.944], [5.491, 3.828, -4.829], [6.600, 3.815, -0.401], [-0.914, 1.368, 0.898], [3.939, 4.867, -3.221], [-2.075, -3.223, 5.467], [-2.301, -3.187, 9.913], [5.721, 3.860, -1.048], [-3.678, -3.042, 7.850], [-1.099, -4.159, 0.677], [-1.654, -1.836, 0.825], [-6.882, -0.775, -2.819], [-1.311, -1.827, 9.376], [4.580, -1.267, 2.870], [4.398, 6.773, -4.183], [-0.802, -3.102, -1.185], [-3.093, -2.174, 8.185], [6.700, 4.992, -2.588], [-4.528, -1.865, 4.807], [-5.279, 1.264, -3.144], [-1.718, -1.902, 6.152], [2.568, -0.521, 1.528], [-7.143, -0.754, -4.525], [-1.467, -1.161, 5.385], [-1.411, -0.928, 2.728], [-2.306, -3.319, 2.096], [-5.283, -0.588, -1.207], [5.168, 0.756, -1.891], [3.145, -2.072, -1.665], [1.432, -0.578, -1.363], [5.611, 5.841, -5.664], [-5.171, -2.351, -1.366], [3.731, 0.139, -0.252], [6.242, -0.124, -0.091], [-0.780, -2.048, 6.697], [6.153, 4.043, -2.496], [-1.367, -3.053, 1.519], [5.063, 0.315, -0.867], [-1.731, 0.655, 1.204], [-3.407, 0.108, 5.733], [-4.019, -0.403, -5.932], [1.961, 1.363, -0.494], [-2.689, -1.328, 7.072], [1.486, -3.216, -0.062], [-0.297, -3.811, -0.472], [-2.192, 1.115, 2.126], [-2.484, -3.959, 6.162], [-5.250, -1.412, -3.931], [-3.652, -0.303, -3.072], [-1.288, -3.361, 8.485], [6.071, -0.708, 1.245], [4.241, 6.366, -3.184], [5.102, 4.688, -0.697], [5.112, 6.603, -2.571], [-0.024, -0.709, 1.557], [7.249, -0.019, -0.553], [-3.230, -0.019, -5.282], [-3.801, -0.622, 6.448], [-4.177, -1.264, -2.961]], "mulliken_charge": [0.40, 0.40, 0.33, 0.39, 0.27, -0.89, 0.41, 0.37, 0.38, 0.98, 0.30, 0.34, 0.40, 0.47, 0.37, -0.45, 0.39, -0.99, 0.37, -0.74, -0.19, -1.43, 0.27, 0.46, -0.96, 0.03, 0.27, 0.37, -0.23, 0.39, -0.67, 0.40, 0.21, -0.93, 0.27, -0.44, -0.71, -0.89, 0.23, 0.46, -0.03, 0.29, 0.26, -0.13, -0.70, 0.33, 0.35, -0.68, 0.43, 0.25, -0.70, -0.62, 0.44, -1.31, 0.27, -0.47, -0.01, 0.36, 0.33, 0.37, 0.26, 0.00, -0.37, 0.31, 0.14, 0.20, -0.81, 0.47, 0.38, 0.30, -0.16, 0.08, 0.29, 0.47, 0.45, 0.26, 0.22, 0.34, 0.52, -0.55, 0.36, -0.57, -0.41, -0.74, -0.76, 0.33, -0.95, 0.29, 0.13, 0.45, -0.14, 0.35, 0.35, 0.13, 0.18, 0.29, -0.39, -1.09, 0.35, 0.25, -0.26, 0.37, 0.25, -0.69, -0.34]}

=====

# 2
{"formula": "C14H48BN7O4P4", "method": "the ωB97M-V functional and the def2-TZVPD basis", "orbital_gap_ev": 6.0, "e_homo_ev": -6.79, "spin_multiplicity": 1, "smiles": "CN(C)P(=O)(N(C)C)N(C)C.CN(C)P(=O)(N(C)C)N(C)C.CCB(O)[PH3]P(N)O", "charge": 0, "species": ["O", "C", "H", "H", "H", "H", "H", "C", "N", "H", "C", "H", "P", "N", "H", "H", "O", "H", "H", "H", "P", "P", "H", "C", "H", "H", "H", "H", "H", "H", "H", "H", "N", "H", "H", "H", "B", "C", "N", "C", "H", "C", "H", "H", "H", "H", "O", "H", "P", "C", "C", "H", "H", "H", "O", "H", "H", "H", "H", "C", "H", "H", "H", "C", "H", "H", "H", "N", "C", "H", "H", "C", "N", "H", "N", "H", "H", "C"], "xyz": [[2.526, -1.382, 8.748], [1.999, 0.104, 3.142], [-2.781, 0.912, -3.839], [-0.871, 1.506, 0.957], [3.369, 0.909, 5.757], [-0.257, 1.738, -1.910], [3.844, 1.892, 8.074], [-1.726, 1.364, 0.289], [2.009, -1.959, -1.869], [-1.980, -2.887, -0.363], [1.748, -0.889, -2.818], [-0.224, 0.490, 3.491], [0.729, -2.765, -1.039], [3.480, 1.159, 8.681], [2.425, -5.019, 0.047], [3.151, -2.655, 3.409], [3.698, -1.873, 3.231], [-2.614, 1.330, 0.920], [-1.616, 0.394, -0.207], [2.758, -0.743, -0.293], [-3.355, 2.712, -1.390], [3.810, -0.452, 8.078], [2.531, -5.487, -2.972], [-3.928, 5.148, -0.388], [2.497, 1.306, 8.917], [-3.572, 6.145, -0.115], [4.835, -1.070, 5.675], [-4.706, 3.126, -4.719], [1.269, -0.018, -2.356], [0.848, 0.363, 5.009], [3.960, -1.214, -1.517], [1.132, -1.230, -3.647], [-0.655, -3.066, -2.000], [3.398, -2.395, -0.343], [2.684, -0.562, -3.281], [1.833, -0.386, 2.141], [3.074, -0.806, 3.963], [-2.526, 1.974, -3.938], [1.385, -4.313, -1.672], [-0.537, 2.624, -1.329], [-0.505, 3.496, -1.981], [0.633, -0.021, 3.978], [-5.313, 3.622, -3.146], [0.466, -1.128, 4.102], [-2.315, 6.303, -2.043], [-2.762, -3.227, -1.892], [0.208, -1.478, -0.375], [-4.920, 5.241, -0.844], [3.489, -0.533, 5.849], [-2.699, 5.347, -2.417], [3.079, -1.548, -0.963], [0.249, 2.789, -0.583], [-1.564, -3.605, -3.812], [0.157, -3.391, -3.932], [-3.818, 1.246, -1.338], [1.718, -6.295, -0.972], [0.677, -5.313, 0.051], [-2.133, -1.599, -1.571], [-5.219, 1.896, -3.540], [2.487, -4.452, -2.616], [-0.897, -1.969, -3.786], [3.458, -4.212, -2.170], [2.352, -3.837, -3.503], [-0.732, -2.996, -3.441], [-4.035, 4.580, 0.542], [2.484, -2.227, 8.278], [-2.624, 2.255, -4.991], [-3.359, 2.834, -3.112], [1.569, -5.285, -0.584], [2.326, -1.403, 6.143], [-1.469, 2.103, -3.712], [-1.943, -2.670, -1.430], [-1.819, 2.453, -0.684], [2.334, 1.162, 3.013], [-2.986, 4.468, -1.290], [-3.586, 5.559, -3.025], [-1.922, 4.948, -3.065], [-4.713, 2.861, -3.659]], "mulliken_charge": [-0.49, 0.15, 0.32, 0.43, -0.10, 0.04, 0.27, -1.00, 0.14, 0.29, -1.03, 0.23, 0.77, -0.56, 0.32, 0.29, -0.54, 0.25, 0.15, 0.23, 0.82, 0.12, 0.39, -1.04, 0.25, 0.37, -0.02, 0.36, 0.13, 0.32, 0.39, 0.32, 0.21, 0.31, 0.46, -0.22, 0.47, -1.08, 0.01, -0.75, 0.23, -1.00, 0.33, 0.30, 0.39, 0.39, -0.61, 0.33, 0.02, -0.98, -1.12, 0.38, 0.36, 0.24, -0.91, 0.38, 0.34, 0.23, 0.32, -0.98, 0.25, 0.32, 0.29, -0.91, 0.33, 0.31, 0.41, 0.19, -1.05, -0.09, 0.26, -0.99, 0.37, 0.28, 0.05, 0.32, 0.28, -1.21]}

=====

# 3
{"formula": "C19H29N6O", "method": "the ωB97M-V functional and the def2-TZVPD basis", "orbital_gap_ev": 8.1, "e_homo_ev": -11.12, "e_above_lowest_kcal_mol": 0.00, "spin_multiplicity": 1, "smiles": "CN1CCN(c2nc(=[N+]3CCN(CCO)CC3)[nH]c3ccccc23)CC1", "charge": 1, "species": ["C", "C", "H", "H", "H", "O", "N", "H", "H", "C", "H", "C", "H", "H", "H", "H", "C", "C", "C", "C", "H", "H", "H", "N", "C", "H", "H", "C", "C", "C", "C", "H", "H", "N", "N", "H", "C", "H", "H", "H", "H", "H", "H", "C", "H", "H", "H", "C", "C", "N", "C", "N", "H", "H", "C"], "xyz": [[5.708, -0.164, -0.606], [-1.764, -2.056, 0.492], [3.858, 1.294, -1.679], [2.991, 2.409, 1.032], [6.404, 0.608, -0.942], [5.854, -2.432, 0.333], [0.021, 2.484, 0.400], [4.789, 2.417, -0.669], [2.477, -0.635, -1.090], [2.327, -0.335, -0.048], [-2.584, -2.464, -1.467], [-1.651, 0.354, 0.289], [-0.749, -1.973, 0.110], [-3.669, -1.336, 2.040], [-2.225, -3.910, -0.493], [-3.452, 5.352, -0.121], [-1.326, 2.757, 0.252], [-3.702, -0.802, 1.084], [-2.226, 1.682, 0.110], [-4.557, -1.633, 0.125], [4.028, -1.383, 0.763], [-4.115, 0.189, 1.258], [3.461, -0.031, 1.747], [-0.332, 0.196, 0.149], [0.491, 1.226, 0.163], [-4.364, -4.876, -0.650], [1.600, -1.007, 0.405], [3.649, -0.363, 0.719], [4.072, 1.591, -0.636], [-3.972, 3.283, -0.349], [-4.813, -3.886, -0.694], [-4.599, -1.144, -0.867], [7.499, -1.261, -0.100], [-2.346, -0.732, 0.590], [4.657, 0.509, 0.133], [2.409, 2.934, -0.575], [6.473, -1.166, 0.270], [-5.573, -1.708, 0.516], [6.010, -2.905, -0.492], [0.649, 3.261, 0.545], [-5.797, -3.932, -0.231], [-1.752, -2.519, 1.482], [-4.931, -3.597, -1.748], [2.779, 2.084, 0.007], [5.321, -0.686, -1.501], [-4.991, 3.493, -0.635], [6.504, -0.793, 1.295], [-1.776, 4.074, 0.199], [-3.101, 4.333, -0.077], [-3.986, -2.961, 0.051], [-2.629, -2.898, -0.451], [1.793, 1.016, 0.003], [-4.223, 1.185, -0.527], [-1.075, 4.882, 0.348], [-3.544, 1.977, -0.261]], "mulliken_charge": [-0.36, -0.35, 0.38, 0.30, 0.48, -0.52, -0.06, 0.49, 0.14, -0.17, 0.34, 0.56, 0.10, 0.36, 0.48, 0.41, 0.12, -1.39, 0.46, -0.69, 0.52, 0.80, 0.23, -0.18, 0.35, 0.34, 0.24, -1.09, -1.20, -0.98, -1.08, 0.39, 0.39, 0.03, 0.10, 0.75, -0.83, 0.48, 0.33, 0.24, 0.34, 0.33, 0.38, -0.84, 0.29, 0.44, 0.33, -0.71, -0.58, -0.06, -0.80, 0.13, 0.44, 0.41, -0.01]}

=====

# 4
{"formula": "C2H7NO4", "method": "the ωB97M-V functional and the def2-TZVPD basis", "orbital_gap_ev": 9.7, "e_homo_ev": -9.67, "e_above_lowest_kcal_mol": 49.63, "spin_multiplicity": 1, "smiles": "O=CNC=O.O.O", "charge": 0, "species": ["H", "H", "H", "H", "O", "O", "H", "C", "O", "N", "H", "O", "C", "H"], "xyz": [[0.786, -0.441, 0.056], [1.728, -0.089, -2.379], [0.501, -0.385, 2.863], [-0.917, -0.333, 3.563], [-1.841, 0.830, -1.103], [-0.362, 0.112, 2.895], [2.349, 0.268, 2.680], [-1.140, 0.262, -0.243], [-0.237, -0.073, -2.993], [0.154, -0.135, -0.752], [2.128, -0.501, 1.607], [2.105, -0.641, 2.482], [0.548, -0.194, -2.115], [-1.417, 0.191, 0.774]], "mulliken_charge": [0.13, 0.23, 0.40, 0.32, -0.50, -0.69, 0.36, -0.02, -0.40, 0.03, 0.27, -0.66, 0.05, 0.48]}